C4H10N2O | ωB97M-V/def2-TZVPD

## Properties
**Maximum force**: 1.45 eV/Å
**Lowest unoccupied orbital energy**: 1.0 eV
**Molecular weight**: 102.14 g mol⁻¹
**SMILES**: [H]/N=C(\C)ON.C=C
**HOMO-LUMO gap**: 10.71 eV
**Multiplicity**: 1
**Energy relative to the best compared isomer or geometry (same formula, charge and spin)**: 87.2 kcal/mol
**HOMO level**: -9.76 eV
**Net charge**: 0

Last columns: bonded neighbours and bond lengths (Å).
Geometry (Å):
1 H 0.2598 2.0851 1.4528  N2 1.012
2 N 0.3921 1.0933 1.3014  H1 1.012, C3 1.262
3 C -0.6157 0.4816 0.8509  N2 1.262, C4 1.503, O5 1.380
4 C -1.9989 0.9922 0.5592  C3 1.503, H7 1.086, H8 1.089, H9 1.088
5 O -0.5964 -0.8980 0.8171  C3 1.380, N6 1.420
6 N 0.5616 -1.5170 1.3566  O5 1.420, H10 1.024, H11 1.023
7 H -2.5389 0.2549 -0.0281  C4 1.086
8 H -2.5359 1.1387 1.4955  C4 1.089
9 H -1.9448 1.9283 0.0075  C4 1.088
10 H 1.2879 -1.4052 0.6430  N6 1.024
11 H 0.8537 -0.9304 2.1420  N6 1.023
12 C 0.5288 -0.5399 -1.9425  C13 1.318, H14 1.079, H15 1.105
13 C 1.7935 -0.5226 -1.5714  C12 1.318, H16 1.080, H17 1.080
14 H 0.1138 -1.3195 -2.5631  C12 1.079
15 H -0.2568 0.1793 -1.6491  C12 1.105
16 H 2.2377 0.3194 -1.0620  C13 1.080
17 H 2.4586 -1.3401 -1.8098  C13 1.080